Entry from OMol25: C18H22Br4HfI2N12O3P as an isolated structure (ωB97M-V/def2-TZVPD).

The value obtained for the total energy is -350014.9448 eV. The relative energy (zero: lowest compared OMol25 entry of this formula, charge and spin) is 37.2 kcal/mol.

Geometry as ORCA input:
```
! RIJCOSX wB97M-V def2-TZVPD def2/J DEFGRID3
* xyz -1 1
C 2.29424 -0.86734 -1.03175
Br -4.19429 -1.72969 3.52561
H 1.81755 0.46319 1.60295
O -2.44141 -0.86712 1.17286
H -3.05430 3.26642 1.00409
I -0.35795 -0.64545 -3.40761
C 4.24871 0.40248 -1.91361
C -0.58073 3.81195 0.92893
N 3.71182 1.68676 -1.64233
H 2.04250 1.48847 -2.91779
H 1.78385 2.15396 1.10798
C 0.32520 -2.53096 2.68617
H 0.43405 4.20389 0.91641
H -3.73934 1.70406 0.52912
H 5.22490 -0.09642 0.54182
C 4.13359 -0.11788 0.50412
Br -2.36659 -3.50220 5.70784
H 2.11160 -1.24996 -2.03570
H 3.93361 0.04383 -2.89307
O -0.50289 2.47374 0.44302
H 3.73387 -0.83878 1.21516
Hf -1.46415 -0.48025 -0.63053
C -1.64838 1.82541 0.10960
H -0.01191 3.34417 -3.38045
C -2.71938 -3.51903 -1.33783
N -3.97132 -3.05333 -1.67996
N -5.54890 -0.01679 -1.31728
N -1.68280 -2.75453 -0.99417
N -4.33353 0.38082 -1.32386
C -4.35776 -1.74819 -1.51972
C -1.80143 -1.55403 2.08594
H 4.25925 -1.50663 -1.05201
H 3.63574 3.08698 -0.10487
C -0.28211 3.72257 -2.38812
C 2.12485 1.16120 0.82269
N -3.51954 -0.70202 -1.47382
N -5.61553 -1.35497 -1.44651
H 1.89250 2.79132 -1.76614
H -2.68733 1.79298 1.93759
H -4.71060 -3.73543 -1.64567
Br 0.82234 -4.07583 5.03271
N -2.39880 -4.80018 -1.33749
H -0.52821 4.78510 -2.49436
I -2.18988 2.83069 -2.06709
O 0.00992 -1.18104 0.70850
N -1.10894 -4.82043 -0.95438
C -0.42331 -1.75883 1.82008
H -1.19698 4.41697 0.26271
C -2.36692 -2.07227 3.24043
C -0.24616 -3.05916 3.85229
N -0.66690 -3.62984 -0.77437
N 3.77041 -0.62615 -0.89173
C 4.06720 2.10519 -0.29192
P 1.28825 0.67574 -0.76221
H 5.33900 0.41711 -1.84260
C 2.25761 1.76837 -1.88473
Br 2.13472 -2.85395 2.23364
H -0.98271 3.83695 1.94319
C -2.85812 2.19523 0.93204
N 3.59732 1.17678 0.73113
H 5.15682 2.17459 -0.22285
C -1.58367 -2.82130 4.12954
H 1.99131 -1.61696 -0.30159
*
```

=====

Entry from OMol25: C3H2BiO as an isolated structure in a non-equilibrium geometry (ωB97M-V/def2-TZVPD).

The value obtained for the total energy is -11024.7263 eV. The relative energy (zero: lowest compared OMol25 entry of this formula, charge and spin) is 22.4 kcal/mol.

Geometry as ORCA input:
```
! RIJCOSX wB97M-V def2-TZVPD def2/J DEFGRID3
* xyz -1 1
Bi 3.80409 1.12549 -0.39838
O 2.13658 0.00198 0.29627
C 0.89285 0.05021 0.24427
H -2.48014 -1.61267 -0.41904
C -0.35948 0.00741 0.20742
C -1.72440 -0.19689 0.28947
H -2.26950 0.62448 -0.22001
*
```

=====

Entry from OMol25: C37H46IrN4 as an isolated structure in a non-equilibrium geometry (ωB97M-V/def2-TZVPD).

The value obtained for the total energy is -47906.5371 eV.

Geometry as ORCA input:
```
! RIJCOSX wB97M-V def2-TZVPD def2/J DEFGRID3
* xyz -1 5
H -0.38824 2.92238 2.14333
H 0.67920 -2.25567 3.03745
C 1.01562 2.97068 -1.92495
C 4.00346 -3.73284 2.79348
H -4.53897 -0.05255 4.02076
N 2.14255 2.19436 -1.69004
C 0.40855 -0.70097 -5.24424
C -0.28771 -0.67000 1.89244
H -3.46200 1.99386 3.58589
H -2.79835 1.16428 -1.36807
H 0.86553 0.28992 -5.31299
H -3.89743 -1.54495 2.38814
H 3.02123 -4.14302 3.05193
H 2.35060 0.95824 2.76364
C 3.84765 -2.63062 1.79465
H -2.62101 -0.25309 5.00373
C -2.19755 0.35257 2.94813
C -0.66710 4.66017 -1.27185
H 1.21457 -3.18546 -4.20454
C -1.97125 -0.40000 4.13273
C -0.94303 -1.34083 4.14712
N 0.63295 3.50668 0.41671
H -3.52564 1.64469 1.83800
H 4.61295 -4.53645 2.37571
C 0.77623 -3.17553 -3.20668
N -4.64004 0.32662 3.06412
H 4.85534 -2.98529 -2.06361
H -0.31337 -0.81030 -6.05896
C 3.50052 2.56987 -1.64760
C -3.41049 1.20005 2.83114
H -2.51184 5.52889 -0.57875
C -4.68614 -0.83355 2.13000
H -6.75181 0.54127 3.20277
C 2.63134 0.98727 1.70483
C -0.11085 -1.49794 3.03390
H -0.59765 5.15995 -2.23700
C -1.34660 0.18706 1.89994
H 4.68433 -3.76189 0.15467
H 0.22630 -4.10824 -3.07056
H 0.39226 -0.73726 1.04015
C -5.87358 1.16870 3.02369
C 3.33491 -1.39491 2.20189
C 0.37786 3.73886 -0.92228
H 1.57605 -3.16924 -2.45764
C 4.50774 -1.95813 -1.89828
C -2.46342 0.17821 -1.02645
C -1.55075 -0.46373 -2.02138
H -1.93819 0.31952 -0.06616
H 5.34802 -1.28559 -2.12537
C -1.09568 -2.66710 -0.71266
C 4.17796 1.50046 -1.21169
H -2.13602 1.21527 -4.81880
H 3.82115 3.56331 -1.89658
Ir 0.59754 -0.14894 -2.08885
H 3.42138 1.74523 1.58427
C -1.69003 4.84532 -0.35693
C 3.11082 -0.36759 1.27974
H 1.75533 1.35406 1.14701
H 5.22989 1.38087 -1.05501
C -1.64252 4.13784 0.85629
H -1.82753 -3.44628 -0.94665
C 2.07288 0.84449 -1.51904
H -5.66951 -1.30578 2.21199
H -1.46530 -2.10660 0.14567
H -5.93133 1.64023 2.03615
H -2.47834 4.13818 1.55532
C -0.09375 -1.97835 -3.01342
H -0.74172 2.03327 -4.07016
H 3.71287 -1.75319 -2.62875
H 0.80599 3.15196 -2.97635
H 1.19676 -1.44372 -5.36958
H 4.46667 -3.37881 3.72021
C -1.15131 0.07365 -3.30090
C -0.43843 3.48463 1.19851
C -0.25874 -0.87301 -3.91933
H -3.32789 -0.46845 -0.82113
C 4.23270 -2.81296 0.46348
N 3.27045 0.45366 -1.00663
H -4.54211 -0.47165 1.10774
H -2.24462 1.90304 -3.17253
C 3.45583 -0.60718 -0.05820
H 3.09664 -1.22218 3.25405
C -0.90065 -1.73306 -1.85715
C -1.59673 1.37776 -3.87816
C 4.03955 -1.80240 -0.48469
H -0.79158 -1.97319 5.02784
H -5.79860 1.93792 3.80144
H -0.15477 -3.15674 -0.45007
*
```

=====

Entry from OMol25: a 2-piece molecular cluster, C28H52BrFNO4 overall in a non-equilibrium geometry (ωB97M-V/def2-TZVPD).

The value obtained for the total energy is -112319.8220 eV.

Geometry as ORCA input:
```
! RIJCOSX wB97M-V def2-TZVPD def2/J DEFGRID3
* xyz -1 1
H 4.71812 0.61017 -1.50262
H -5.42870 0.81568 3.36969
H -4.37875 -0.75795 -4.18712
C 7.59439 0.64715 0.08373
H -9.58813 -1.61223 0.89397
H 8.85760 0.59642 -1.61295
Br -1.20714 -1.12865 -0.86132
H -10.06900 -0.35819 -0.25113
H 1.40403 3.45748 0.22346
C 10.64930 -1.40676 0.37767
H 11.20695 -1.81089 -0.46489
H -1.64439 -0.26154 1.71951
C -4.37014 -0.07644 -2.11235
H -3.57393 1.69656 -2.97629
H 6.72226 2.48922 -0.69858
H 11.39207 -1.26993 1.16688
H 2.11734 3.12471 -1.32630
H 4.71542 2.74919 0.61015
H 6.83264 1.17179 -1.83486
H 2.75508 2.02054 1.29144
H -3.75356 -0.34657 2.51357
C -2.59069 1.50773 -1.12545
H 9.22093 -3.61875 2.64270
H 10.80736 0.49791 -0.54516
H -5.83482 -4.93478 -2.21024
H -3.88228 -0.88357 0.85623
O -4.06905 -4.40649 -3.91869
C 2.80462 1.81340 0.22313
H 10.01292 0.56000 0.99276
H -0.02406 2.34721 -1.71367
H 7.07202 -0.07795 0.70623
C 1.68842 2.64993 -0.44244
C 4.22405 2.22902 -0.21480
H 5.01035 0.29786 0.22722
H 2.66077 0.74619 0.05865
O -8.88178 0.30579 1.25123
H -6.39063 -1.26332 2.69109
C -3.19022 0.86214 -2.38556
C 5.10557 1.02888 -0.57366
H 9.21827 -1.88435 2.96923
H -10.81638 -0.38833 1.35524
H -4.40795 2.05014 1.46190
H -5.61225 -1.44971 -3.15257
H -5.23356 -3.70623 -1.11367
C 9.64647 -2.44785 0.90314
H 0.12307 0.56771 0.72895
H -8.32311 0.61767 3.18175
H -2.90821 -2.39301 -3.44091
C -4.56708 -1.15209 -3.18808
F -10.33785 0.62678 3.83988
H 8.43681 -1.00446 -1.00448
H -4.20546 -0.61044 -1.18070
H -6.58558 1.69488 2.36754
H -5.27953 0.95173 0.34335
H 4.19898 2.92925 -1.04971
C -3.70215 -0.01043 1.47744
H 8.61546 -2.23555 0.62812
C -4.81626 1.05020 1.32356
C -6.75341 -0.40986 2.11439
C -5.56689 -3.88911 -2.13397
N -3.77406 -2.36532 -2.92250
C -2.29025 0.49363 1.25857
C 10.06884 -0.01702 0.07270
C 0.49825 1.81784 -0.91842
H -6.41374 -3.24071 -2.34263
O -0.50135 3.42652 1.57595
O -1.99348 1.75244 1.85446
C -0.42506 1.34680 0.19075
H -2.40817 0.39899 -2.98594
H 8.03504 1.37976 0.75999
C -8.23857 -0.16333 2.43379
H -3.43044 1.93879 -0.58273
C -1.76044 0.64257 -0.17803
C -5.89819 0.85039 2.38604
H 9.88813 -3.40332 0.43535
C -9.88756 -0.56256 0.80817
C 6.58024 1.41516 -0.80231
H -6.62786 -0.62797 1.05064
H -8.73631 -1.03441 2.84375
C -4.43216 -3.58822 -3.08167
C -0.91491 2.33013 1.24553
H 10.75450 -2.80127 2.72841
C 8.74576 -0.00352 -0.71291
H -5.28658 0.50735 -2.05179
C 9.71947 -2.67596 2.41873
H 0.90607 0.91770 -1.38097
H -1.99544 2.34768 -1.47451
*
```

=====

Entry from OMol25: C14H15B11Br6NO4PdSe as an isolated structure in a non-equilibrium geometry (ωB97M-V/def2-TZVPD).

The value obtained for the total energy is -520969.3137 eV. The relative energy (zero: lowest compared OMol25 entry of this formula, charge and spin) is 135.3 kcal/mol.

Geometry as ORCA input:
```
! RIJCOSX wB97M-V def2-TZVPD def2/J DEFGRID3
* xyz -1 1
C -0.02812 -0.01413 -4.04839
H -2.12020 3.93937 -0.06384
C 1.57360 -4.15595 2.35122
O -3.33367 -2.97682 -5.55323
Pd 0.65421 -1.79200 1.11560
B -0.54165 0.88799 0.67072
O -2.18459 -1.84901 -6.98910
C -0.72935 -0.60211 -5.05681
B -0.22169 4.01603 1.59090
H -1.89770 -3.41326 3.91326
Br -2.14691 2.51777 3.63223
Br -2.04600 -0.35750 1.17910
H -1.50715 -1.61250 -1.39560
B 1.52828 0.85864 -0.85845
B -1.15775 3.37602 0.32493
B 0.97182 3.09849 2.57140
C 1.40273 -4.18645 3.72180
O 0.33544 0.07623 -0.24603
N -2.46119 -2.15114 -5.82637
O -1.00334 1.98928 -0.19122
H 2.54278 3.10436 -1.04050
B -0.01726 2.70489 -1.02837
C -1.72556 -1.55460 -4.77043
B 1.60070 3.80322 1.08990
H 0.74381 0.71472 -4.26045
C -0.29586 -0.33911 -2.67669
H -1.64172 -3.45588 1.45510
H 0.03653 -3.93882 5.36202
B 1.92700 2.12974 1.40594
B 1.69462 2.64392 -0.34560
H 0.54449 4.88398 -0.60675
Se 0.64995 -3.75586 -0.38716
H 2.37623 4.69268 1.13409
C -1.98963 -1.90873 -3.43983
H 2.53970 -4.35429 1.90819
H -0.53795 -0.35177 -6.08996
H -2.74819 -2.65315 -3.24535
C 0.42924 0.27602 -1.69988
C -0.93267 -3.63683 3.47801
B 0.50707 1.37546 2.05253
Br 3.74356 1.69139 2.00382
B -0.63311 2.56859 2.48071
C -1.30241 -1.32046 -2.41472
H 2.25133 -4.40054 4.35889
C 0.15525 -3.92680 4.28641
Br 1.67706 3.63161 4.31013
H -0.25438 2.84996 -2.17398
Br 0.90716 -0.30176 3.16668
Br 3.07095 -0.39269 -0.58986
C 0.47554 -3.87004 1.51003
H -0.52804 5.11267 1.91085
C -0.78753 -3.61699 2.09678
C 0.43454 3.94614 -0.08265
*
```